[1]
Formula: C25H57F2NO14S2
Source: OMol25
Level of theory: ωB97M-V/def2-TZVPD

Results
* SMILES: C#CCCCN(S(=O)(=O)F)S(=O)(=O)F.COCCOC.COCCOC.COCCOC.COCCOC.COCCOC
* HOMO: -9.2 eV
* DFT total energy: -3090.4247 Ha

Geometry as ORCA input:
```
! RIJCOSX wB97M-V def2-TZVPD def2/J DEFGRID3
* xyz 0 1
S -1.418 -2.260 2.032
S -0.191 -4.826 1.876
F -2.721 -2.422 0.927
F 0.597 -5.047 3.354
O 0.433 2.867 -0.080
O -6.395 -0.577 1.273
O -1.653 -5.266 1.979
O -2.589 2.900 -6.242
O 3.712 5.565 -2.183
O 2.993 -5.589 5.897
O -5.895 2.289 1.720
O -1.814 -2.665 3.449
O -1.138 -0.751 2.117
O -3.725 1.425 -8.523
O -1.616 2.162 -2.074
O 2.626 -7.125 8.381
O 0.439 -5.776 0.857
O 6.183 4.683 -3.516
N -0.010 -3.155 1.454
C -0.566 2.122 -3.034
C -0.819 2.262 0.235
C 6.212 -3.925 2.061
C 5.001 -3.829 2.595
C 6.715 5.969 -3.221
C -7.172 1.663 1.854
C 5.618 4.050 -2.369
C 3.949 -7.612 8.189
C -7.038 0.201 2.278
C -1.322 1.389 -0.911
C 0.293 4.214 -0.520
C 3.350 6.170 -3.420
C -5.458 2.350 0.367
C 2.609 -3.272 1.696
C 2.623 -6.773 5.197
C 3.487 -3.454 3.070
C 4.098 4.201 -2.337
C -2.341 1.741 -8.378
C -3.723 2.471 -5.496
C -5.014 -0.784 1.545
C 2.063 -5.247 6.921
C -1.935 1.822 -6.907
C 2.551 -5.702 8.296
C 1.220 -2.523 2.058
C -4.522 2.575 -8.777
H 4.458 -7.109 7.363
H -6.506 0.117 3.234
H -4.901 -1.568 2.298
H -0.709 2.948 -3.732
H 0.420 2.225 -2.571
H -4.520 0.130 1.890
H -0.613 1.178 -3.587
H -0.659 1.630 1.115
H -4.529 -1.109 0.623
H 1.829 -5.375 9.051
H -7.746 1.752 0.924
H 3.499 -7.137 4.656
H 5.863 2.986 -2.439
H -4.337 3.346 -5.272
H 4.526 -7.477 9.110
H -2.257 0.912 -0.600
H 1.834 -6.543 4.478
H 1.972 -4.155 6.924
H 2.339 5.860 -3.699
H 7.691 5.861 -2.738
H -4.335 1.754 -6.051
H -7.713 2.207 2.634
H -4.426 2.863 -9.829
H 3.248 -2.561 1.026
H -4.385 2.545 0.364
H 6.844 6.509 -4.161
H -0.857 2.013 -6.849
H 6.052 6.551 -2.575
H 2.282 -7.562 5.873
H 3.070 -4.289 3.744
H -3.395 2.020 -4.555
H 3.708 3.656 -1.470
H 3.519 -5.247 8.540
H -5.642 1.414 -0.168
H 3.563 -2.435 3.593
H -8.041 -0.218 2.418
H -5.563 2.320 -8.574
H 1.302 -1.449 1.612
H -1.777 0.932 -8.853
H 1.129 -2.513 3.214
H 3.890 -8.678 7.963
H 4.046 5.913 -4.224
H 6.071 4.438 -1.449
H 1.072 -5.663 6.701
H -2.098 2.672 -8.904
H 3.641 3.767 -3.235
H 7.351 -3.754 1.934
H -5.970 3.170 -0.147
H -4.241 3.420 -8.142
H -1.561 3.024 0.503
H 2.498 -4.247 1.099
H 0.135 4.867 0.343
H 1.218 4.508 -1.020
H -0.601 0.597 -1.144
H -0.535 4.334 -1.225
H -2.132 0.872 -6.393
H 3.362 7.253 -3.286
*
```

[2]
Formula: C25H57FO13S
Source: OMol25
Level of theory: ωB97M-V/def2-TZVPD

Results
* energy relative to the best compared isomer or geometry (same formula, charge and spin): 82.3 kJ/mol
* HOMO: -8.9 eV
* DFT total energy: -2462.6629 Ha

Geometry as ORCA input:
```
! RIJCOSX wB97M-V def2-TZVPD def2/J DEFGRID3
* xyz 0 1
S 4.403 -5.543 -4.000
F 5.522 -4.803 -7.224
O -3.018 -1.639 -0.666
O 3.742 -4.430 -4.631
O 3.922 -1.348 4.379
O -3.528 4.640 2.111
O 3.499 -6.887 -4.083
O -5.276 0.329 -0.030
O -3.274 5.432 -0.829
O 1.356 -6.178 -3.648
O 1.833 0.569 3.255
O 4.449 1.947 4.007
O -5.560 6.819 1.457
O -2.105 1.142 0.103
O 5.438 -6.240 -5.033
C -6.909 6.662 1.825
C -4.192 4.087 0.986
C 5.105 2.786 3.085
C 3.574 -2.210 5.437
C -1.136 1.305 1.118
C -4.647 6.801 2.537
C 0.488 -5.661 -2.650
C 0.040 -3.653 -1.177
C -3.382 6.043 2.204
C -1.999 5.731 -1.341
C -6.346 0.507 -0.928
C 6.637 -5.485 -5.229
C 2.419 -6.919 -3.156
C -5.128 -0.992 0.460
C -2.735 -0.542 -1.515
C 2.795 -0.200 2.557
C -3.402 4.122 -0.299
C 3.140 2.359 4.352
C 3.157 -1.519 3.201
C 2.188 1.192 4.477
C 6.450 -3.033 -5.972
C -3.677 -1.404 0.566
C 6.568 -4.476 -6.395
C 1.109 -4.562 -1.796
C -1.664 0.400 -1.017
H -2.702 6.192 3.048
H 2.488 -2.278 5.559
H 7.405 -6.225 -5.443
H -7.034 5.859 2.559
H 1.248 1.597 4.858
H -5.661 -1.704 -0.180
H -0.592 0.374 1.307
H -6.386 -0.298 -1.670
H 6.535 -2.381 -6.839
H -5.109 6.357 3.426
H 4.001 -1.795 6.349
H -7.309 0.556 -0.406
H -2.420 3.671 -0.125
H 3.691 0.382 2.331
H 4.444 3.066 2.257
H -3.931 3.497 -1.032
H 0.096 -6.474 -2.026
H -5.184 4.523 0.848
H -1.657 1.592 2.030
H -2.356 -0.994 -2.436
H -1.842 5.282 -2.329
H 3.978 -3.218 5.287
H -4.325 3.030 1.232
H 1.668 -5.015 -0.972
H -7.465 6.400 0.926
H -3.663 -2.374 1.069
H -5.563 -1.047 1.467
H 7.248 -2.787 -5.270
H 2.749 3.064 3.610
H 5.491 -2.849 -5.489
H 2.552 0.467 5.208
H 3.746 -2.094 2.474
H -1.205 5.387 -0.668
H -2.902 6.462 1.317
H 2.314 -0.440 1.605
H -3.124 -0.703 1.194
H -0.760 -0.169 -0.771
H -0.362 -5.259 -3.200
H 1.836 -3.999 -2.382
H -7.327 7.588 2.238
H 2.765 -6.549 -2.184
H 6.925 -4.981 -4.302
H 3.171 2.869 5.324
H -0.316 -4.080 -0.240
H -1.419 1.091 -1.836
H -3.642 0.009 -1.774
H -1.928 6.814 -1.436
H 5.950 2.230 2.682
H -6.183 1.451 -1.448
H 0.444 -2.669 -0.948
H 2.239 -2.079 3.414
H 7.476 -4.604 -6.989
H 5.480 3.698 3.563
H -4.364 7.835 2.781
H 2.162 -7.978 -3.079
H -0.810 -3.537 -1.848
H -0.417 2.091 0.861
*
```